Record 1
7
Properties=species:S:1:pos:R:3:nbo_charge:R:1 method="wB97M-V/def2-TZVPD" molar_mass_g_mol=35.046 orbital_gap_ev="4.0 / 10.4" de_lowest_kcal_mol=0.0 total_charge=-1 spin_multiplicity=2
N -0.136 -0.317 0.975 -1.77
H 0.449 0.479 1.198 0.29
H 0.295 -1.191 1.317 0.29
H -1.087 -0.165 1.296 0.28
H 0.367 -0.189 -1.124 0.49
H -0.268 1.039 -1.722 0.44
O 0.380 0.344 -1.941 -1.03

---

Record 2
7
Properties=species:S:1:pos:R:3:nbo_charge:R:1 method="wB97M-V/def2-TZVPD" molar_mass_g_mol=35.046 orbital_gap_ev=11.3 de_lowest_kcal_mol=5.0
N 0.926 -1.351 0.302 -1.08
H 1.651 -0.922 -0.282 0.36
H 0.261 -1.804 -0.334 0.36
H 1.378 -2.097 0.839 0.36
O -1.438 2.386 0.054 -0.94
H -1.825 2.234 -0.838 0.47
H -0.954 1.554 0.259 0.48

---

Record 3
10
Properties=species:S:1:pos:R:3:nbo_charge:R:1 method="wB97M-V/def2-TZVPD" molar_mass_g_mol=112.993 orbital_gap_ev=8.4 de_lowest_kcal_mol=38.7
N -0.379 1.734 0.050 -1.12
P 0.744 0.430 0.818 0.35
P 0.624 -1.085 -0.910 1.09
O 1.445 -2.416 -0.165 -0.99
O -0.859 -1.631 -0.742 -1.04
H 0.020 2.469 0.506 0.36
H -1.444 1.706 0.145 0.39
H 1.878 0.949 0.252 -0.05
H 1.553 -3.154 -0.700 0.49
H -1.659 -1.215 -1.232 0.53

---

Record 4
9
Properties=species:S:1:pos:R:3:nbo_charge:R:1 method="wB97M-V/def2-TZVPD" molar_mass_g_mol=91.218 orbital_gap_ev=8.0 de_lowest_kcal_mol=91.5
N -0.630 0.702 0.140 -1.54
O 1.658 -1.241 0.167 -1.26
Si -1.461 -0.651 0.007 1.62
Si 1.494 0.246 0.083 1.64
H -0.644 1.599 -0.478 0.45
H -1.868 -1.328 1.279 -0.19
H -1.635 -1.563 -1.108 -0.20
H 1.211 1.023 -1.193 -0.28
H 1.875 1.214 1.103 -0.25

---

Record 5
10
Properties=species:S:1:pos:R:3:nbo_charge:R:1 method="wB97M-V/def2-TZVPD" molar_mass_g_mol=145.129 orbital_gap_ev=8.9 de_lowest_kcal_mol=38.0
S -0.963 -0.556 2.482 -0.33
P 0.575 -0.999 1.142 0.60
N -0.104 -0.939 -0.421 -1.37
P -0.210 0.567 -0.868 1.17
S -0.814 0.322 -2.760 -0.26
H -0.434 0.427 3.103 0.12
H 0.368 -2.395 1.020 -0.03
H -1.271 0.926 -0.088 -0.07
H 0.637 1.579 -0.603 -0.05
H -0.678 -0.867 -2.172 0.22

---

Record 6
7
Properties=species:S:1:pos:R:3:nbo_charge:R:1 method="wB97M-V/def2-TZVPD" molar_mass_g_mol=51.114 orbital_gap_ev=10.5 de_lowest_kcal_mol=5.4
N -0.991 1.830 -0.048 -1.11
H -0.751 1.318 0.794 0.38
H -1.821 2.394 -0.034 0.37
H -0.221 2.370 -0.418 0.36
S 0.475 -1.205 -0.003 -0.32
H 1.677 -1.051 0.561 0.14
H 0.296 -0.107 -0.741 0.17

---

Record 7
11
Properties=species:S:1:pos:R:3:nbo_charge:R:1 method="wB97M-V/def2-TZVPD" molar_mass_g_mol=122.007 orbital_gap_ev="4.4 / 9.9" total_charge=+1 spin_multiplicity=2
Na -4.569 -18.629 2.807 0.74
Na -1.468 -17.474 1.607 0.58
Na -4.170 -15.084 1.514 0.69
O -3.749 -17.632 0.834 -1.44
H -3.901 -18.443 0.312 0.45
O -2.720 -18.913 -1.411 -0.95
H -2.321 -18.382 -2.101 0.48
H -2.838 -18.306 -0.680 0.46
O -4.740 -15.667 -1.255 -0.96
H -4.506 -16.484 -0.815 0.49
H -3.960 -15.434 -1.759 0.47

---

Record 8
8
Properties=species:S:1:pos:R:3:nbo_charge:R:1 method="wB97M-V/def2-TZVPD" molar_mass_g_mol=69.105 orbital_gap_ev="11.6 / 7.3" de_lowest_kcal_mol=2.4 spin_multiplicity=2
S -0.249 -0.420 0.957 -0.10
H 0.498 -0.859 1.991 0.12
H 2.293 1.952 -0.595 0.47
H 1.472 1.808 0.720 0.48
O 2.257 2.200 0.332 -0.95
H -2.560 -1.246 -1.740 0.48
H -1.694 -1.565 -0.408 0.48
O -2.017 -1.869 -1.256 -0.97